Density functional theory data (the ωB97M-V functional and the def2-TZVPD basis) for a structure of composition C15H36FeNO5 at a distorted geometry.

Calculated values
Charge: -1
HOMO (alpha / beta) (Ha): -0.1390 / -0.1056
Kohn-Sham gap (alpha / beta) (eV): 6.83 / 5.92
⟨S²⟩: 6.01
Spin multiplicity: 5
DFT total energy (Eh): -2287.798866

Element x y z (Å)
Fe1 -0.39296 -0.43144 -0.04901
C1 0.19144 3.29754 1.37975
C2 -0.89994 2.66368 0.54043
C3 -1.44967 3.67305 -0.47474
O1 -0.46222 1.52797 -0.08569
H1 0.47272 2.60653 2.17680
H2 -0.17099 4.21809 1.85613
H3 1.06540 3.51864 0.76133
H4 -1.73465 2.41514 1.23610
H5 -0.63055 4.06108 -1.09341
H6 -1.91453 4.52907 0.02731
H7 -2.18106 3.18417 -1.11780
C4 1.08876 -0.15023 3.77632
C5 -0.15575 -0.81875 3.18816
C6 -1.38261 0.04847 3.49499
O2 -0.04291 -1.04812 1.85165
H8 1.16438 0.87340 3.39014
H9 1.99921 -0.70619 3.55513
H10 1.00556 -0.03996 4.87009
H11 -0.32150 -1.78536 3.71952
H12 -1.50549 0.23623 4.57510
H13 -2.28529 -0.41242 3.09931
H14 -1.25169 1.03750 3.03906
C7 -3.39723 -1.44112 -2.29393
C8 -2.83990 -2.30977 -1.17007
C9 -2.33310 -3.64130 -1.74864
O3 -1.91906 -1.69545 -0.37858
H15 -2.69107 -1.25297 -3.10938
H16 -3.71207 -0.47050 -1.89948
H17 -4.29030 -1.90102 -2.74412
H18 -3.73215 -2.56000 -0.54303
H19 -1.59845 -3.46257 -2.54665
H20 -3.16196 -4.20821 -2.18956
H21 -1.84902 -4.21893 -0.96169
C10 4.25044 1.51528 1.70550
O4 3.95571 0.88595 0.49576
C11 2.77325 0.12557 0.60659
C12 2.49241 -0.47370 -0.74798
N1 1.44113 -1.48479 -0.62370
C13 1.13798 -2.15280 -1.89851
C14 0.58886 -1.19185 -2.93642
O5 -0.30645 -0.32222 -2.29889
C15 -0.86104 0.64187 -3.15268
H22 4.51077 0.78893 2.49091
H23 3.39956 2.10526 2.07784
H24 5.08987 2.19256 1.54009
H25 1.93089 0.75209 0.92599
H26 2.88251 -0.66629 1.36250
H27 3.42305 -0.90621 -1.15467
H28 2.14553 0.31326 -1.41981
H29 1.67076 -2.19044 0.06613
H30 0.36788 -2.89402 -1.66927
H31 2.01824 -2.68936 -2.28300
H32 0.04763 -1.76740 -3.69832
H33 1.39409 -0.61452 -3.41484
H34 -1.61404 1.17836 -2.58517
H35 -1.32820 0.16964 -4.02685
H36 -0.09220 1.34856 -3.49280


Density functional theory data (the ωB97M-V functional and the def2-TZVPD basis) for a structure of composition C15H36Mg2N4O14S5 at a distorted geometry.

Calculated values
Charge: 0
HOMO (Ha): -0.2773
Kohn-Sham gap (eV): 2.93
DFT total energy (Eh): -4255.701227

Element x y z (Å)
Mg1 -1.22379 3.35158 -2.45432
Mg2 -0.06106 2.14433 2.83861
N1 3.74342 2.50185 5.48430
O1 3.83075 3.58842 6.05334
O2 2.93598 2.39048 4.58408
O3 4.50998 1.60749 5.67168
N2 -4.41391 2.83283 0.68266
O4 -3.91940 2.97857 -0.44875
O5 -5.59433 3.02758 0.79590
O6 -3.74776 2.62823 1.62363
C1 0.74115 0.93940 -0.60809
O7 0.60154 0.37544 0.47101
O8 0.02388 0.86761 -1.62665
O9 0.45679 2.07565 -0.17782
C2 -0.71984 -4.37645 -1.66963
C3 0.64250 -4.25758 -2.12752
N3 1.70317 -4.12802 -2.48661
H1 -1.39634 -3.87741 -2.36347
H2 -0.75504 -3.96741 -0.65990
H3 -1.01262 -5.42123 -1.77351
C4 6.45128 -0.87215 -0.65454
C5 7.69099 -1.16786 0.06863
N4 8.66848 -1.33526 0.59857
H4 5.62836 -0.82476 0.05865
H5 6.21037 -1.78612 -1.19742
H6 6.44485 0.03400 -1.26032
C6 3.90967 7.05439 -3.32132
S1 3.64659 5.24768 -3.26152
O10 2.11763 5.08238 -3.22831
C7 4.29611 5.22254 -1.61072
H7 3.32837 7.41227 -4.17108
H8 4.93522 7.22675 -3.64789
H9 3.69854 7.56416 -2.38128
H10 4.52692 4.21584 -1.26231
H11 3.62991 5.71441 -0.90195
H12 5.29493 5.63713 -1.74700
C8 -5.87419 -2.41977 -1.46869
S2 -6.51442 -2.82413 -3.16579
O11 -5.32604 -3.42905 -3.86673
C9 -7.73481 -4.09634 -2.77071
H13 -6.65390 -1.86173 -0.95028
H14 -4.89967 -1.94082 -1.56357
H15 -5.63409 -3.34508 -0.94499
H16 -8.49003 -4.39398 -3.49814
H17 -8.03847 -4.09099 -1.72388
H18 -7.03754 -4.93303 -2.72751
C10 -2.10335 0.60173 -7.16579
S3 -3.21744 1.99518 -6.66913
O12 -2.36628 3.03596 -5.96125
C11 -3.42020 2.73409 -8.36171
H19 -2.59441 -0.04996 -7.88847
H20 -1.87280 0.04420 -6.25799
H21 -1.19776 0.88256 -7.70351
H22 -2.65224 3.47337 -8.58937
H23 -4.38868 3.22760 -8.44292
H24 -3.32447 1.93068 -9.09209
C12 -2.81008 2.32154 7.80877
S4 -2.18937 0.68725 7.29777
O13 -1.44870 0.83373 5.94936
C13 -0.80421 0.53948 8.53790
H25 -2.21555 3.18177 7.50115
H26 -3.01573 2.50306 8.86369
H27 -3.79347 2.32509 7.33862
H28 -0.19368 1.44056 8.47955
H29 -0.19903 -0.30905 8.21873
H30 -1.15150 0.42343 9.56456
C14 3.00162 -4.46672 3.54878
S5 4.39590 -5.62364 3.94303
O14 4.48309 -5.88475 5.46209
C15 3.74301 -7.15060 3.02771
H31 3.28255 -3.57573 4.11030
H32 2.10546 -4.68693 4.12886
H33 2.79628 -4.44565 2.47850
H34 3.30154 -6.87182 2.07090
H35 2.83861 -7.46136 3.55076
H36 4.39075 -8.02714 3.04204


Density functional theory data (the ωB97M-V functional and the def2-TZVPD basis) for a structure of composition C15H36NO2P2SiTm at a distorted geometry.

Calculated values
Charge: 0
HOMO (alpha / beta) (Ha): -0.2651 / -0.2644
Kohn-Sham gap (alpha / beta) (eV): 7.40 / 7.39
⟨S²⟩: 2.00
Spin multiplicity: 3
DFT total energy (Eh): -2855.727991
Energy above the lowest of the compared OMol25 structures with the same formula, charge and spin (kJ/mol): 0.00

Element x y z (Å)
C1 -1.67091 2.99155 -2.53782
C2 -0.86355 2.00520 -1.96396
N1 -1.29049 1.23765 -0.93212
C3 -2.55798 1.42076 -0.47947
C4 -3.41584 2.33481 -1.07323
C5 -2.97246 3.13846 -2.09721
C6 0.55544 1.87973 -2.49554
P1 1.36533 0.25603 -2.16068
Tm1 0.23095 -0.29166 0.23194
P2 -1.86496 -0.03416 1.91426
C7 -3.10412 0.61299 0.69726
O1 2.39150 3.67947 -1.23213
O2 3.17618 2.06102 0.88380
H1 -1.22718 3.60943 -3.31043
H2 -4.42867 2.39854 -0.67690
H3 -3.62401 3.87582 -2.55912
C8 0.85216 -0.68352 -3.63380
C9 3.15422 0.50366 -2.40203
H4 -3.80634 1.23485 1.27407
H5 -3.68119 -0.26169 0.33621
H6 1.21389 2.68123 -2.02974
H7 0.55930 2.06780 -3.58294
C10 -2.59424 -1.53580 2.63697
C11 -1.89401 1.24641 3.20589
H8 2.24564 1.73990 1.11708
H9 3.74400 1.30568 1.14439
H10 2.69310 3.13273 -0.45834
H11 2.05320 4.49886 -0.86595
H12 -0.76043 -1.76448 -0.42946
H13 0.93410 1.18300 1.22786
H14 1.30088 -0.28759 -4.55984
H15 1.14599 -1.72996 -3.49962
H16 -0.24297 -0.65810 -3.72396
H17 3.40080 0.88493 -3.41147
H18 3.54768 1.19864 -1.64655
H19 3.65133 -0.46713 -2.25188
H20 -2.85293 1.28429 3.74746
H21 -1.07879 1.04410 3.90811
H22 -1.68871 2.22235 2.74583
H23 -3.48681 -1.31592 3.24611
H24 -2.86219 -2.24781 1.84439
H25 -1.84133 -2.02165 3.27238
C12 1.30670 -2.17827 3.74952
Si1 1.80487 -2.85889 2.06622
C13 3.36444 -3.89433 2.23498
C14 0.35258 -3.94931 1.57793
C15 2.13775 -1.50621 0.83665
H26 1.11568 -3.01066 4.44459
H27 0.39652 -1.56763 3.69368
H28 2.10551 -1.55924 4.18207
H29 3.23867 -4.71098 2.95838
H30 3.64366 -4.33235 1.26577
H31 4.20363 -3.26650 2.56843
H32 -0.58665 -3.38863 1.54220
H33 0.50741 -4.41157 0.59347
H34 0.23566 -4.75810 2.31733
H35 2.87324 -0.79223 1.25912
H36 2.59918 -1.90066 -0.09589


Density functional theory data (the ωB97M-V functional and the def2-TZVPD basis) for a structure of composition C15H37BeN3O7 at a distorted geometry.

Calculated values
Charge: -2
HOMO (Ha): 0.0663
Kohn-Sham gap (eV): 1.65
DFT total energy (Eh): -1298.864643

Element x y z (Å)
Be1 -1.16040 0.53899 -0.81956
O1 -1.06960 2.40273 -2.84579
C1 0.23123 2.80206 -3.07107
C2 0.52002 4.17203 -3.75101
O2 -0.25228 5.27326 -3.39513
H1 0.83946 2.05298 -3.61740
H2 0.80301 2.81395 -2.12951
H3 0.28198 4.08986 -4.82796
H4 1.55682 4.54105 -3.71263
O3 -0.97574 5.88030 0.50549
C3 -0.15098 5.03171 1.23624
C4 -0.53544 3.55239 1.47867
O4 -1.15589 2.69124 0.54175
H5 0.06862 5.55912 2.18292
H6 0.80381 5.00480 0.67382
H7 -1.33889 3.45672 2.24434
H8 0.23443 3.06334 2.11734
C5 2.34799 1.10693 1.36456
C6 1.71683 -0.26418 1.36593
C7 2.25362 -1.32452 2.37266
O5 1.85434 -2.66886 2.03288
C8 2.15390 -3.47996 3.13250
N1 0.22394 -0.11780 1.29075
H9 1.92111 1.90809 0.76126
H10 3.40235 1.16511 1.07184
H11 2.40945 1.41500 2.41672
H12 1.92286 -0.67391 0.37327
H13 1.88599 -1.01096 3.35383
H14 3.34381 -1.24726 2.36398
H15 1.63438 -4.44059 3.09098
H16 1.83799 -3.05096 4.09100
H17 3.18752 -3.76990 3.36283
H18 0.10586 0.60462 2.00345
H19 -0.21537 -0.94807 1.68083
C9 -4.93833 -0.16315 1.69107
C10 -3.51028 -0.16744 1.15104
C11 -3.15409 -1.66045 0.92385
O6 -1.87757 -1.96936 0.41612
C12 -1.72051 -3.33468 0.11043
N2 -3.54253 0.49254 -0.17210
H20 -5.58622 -0.58609 0.92352
H21 -5.13423 0.90205 1.82513
H22 -5.11881 -0.67445 2.63916
H23 -2.80309 0.36289 1.78687
H24 -3.86048 -2.16971 0.25462
H25 -3.25543 -2.17896 1.88734
H26 -2.00659 -3.98329 0.94207
H27 -0.72678 -3.61034 -0.23146
H28 -2.33401 -3.47165 -0.79003
H29 -4.15651 0.04356 -0.84176
H30 -3.88856 1.44197 -0.06187
C13 1.54619 -0.74525 -2.84856
O7 0.85268 -0.17782 -2.04127
N3 2.05220 -2.00769 -2.65494
C14 2.95322 -2.56582 -3.66283
C15 1.95159 -2.68099 -1.36445
H31 1.87090 -0.32929 -3.81703
H32 2.86507 -3.65030 -3.57940
H33 3.98268 -2.26765 -3.43926
H34 2.79821 -2.32943 -4.71407
H35 2.94819 -2.48916 -0.95070
H36 1.11059 -2.40656 -0.74460
H37 1.99580 -3.75279 -1.57667